No. 1
{"formula": "C3H4OS", "method": "ωB97M-V/def2-TZVPD", "species": ["C", "C", "C", "H", "H", "H", "H", "O", "S"], "xyz": [[-0.40393, 0.81462, -0.43479], [0.18313, -0.42684, -0.07544], [0.83864, -0.47538, 1.10444], [-1.13581, 0.21575, -2.19456], [-0.05188, -1.75324, -0.45113], [1.16012, 0.27366, 2.00328], [0.92171, -1.65375, 1.13930], [-0.85349, 1.10216, -1.75557], [-0.65848, 1.90303, 0.66447]], "forces_ev_per_angstrom": [[-1.9, 0.7, -3.8], [0.2, -4.2, 1.0], [0.6, -3.3, 1.0], [1.0, 2.1, 1.0], [0.4, 4.9, 0.1], [-0.9, -1.9, -2.9], [1.0, 2.5, 1.7], [0.0, -3.1, 0.7], [-0.4, 2.4, 1.3]], "homo_lumo_gap_ev": 8.285, "lumo_energy_ev": -0.5, "mol_weight_g_mol": 88.13, "multiplicity": 1, "relative_energy_kcal_mol": 82.2, "homo_energy_ev": -8.80}

No. 2
{"formula": "C3H4OS", "method": "ωB97M-V/def2-TZVPD", "species": ["C", "C", "C", "O", "S", "H", "H", "H", "H"], "xyz": [[-0.92008, 1.38143, -0.44753], [-0.09708, 0.63010, 0.27988], [0.31666, -0.67192, 0.02717], [1.59073, -2.89686, 0.45095], [1.27421, -1.59674, 1.01836], [-1.05088, 2.44238, -0.19528], [-1.37232, 0.95045, -1.41122], [0.17510, 1.04967, 1.21423], [0.08366, -1.28852, -0.93656]], "forces_ev_per_angstrom": [[-0.4, -0.4, -2.0], [-1.1, 1.4, 0.4], [1.1, -4.4, -1.6], [0.1, -0.8, -0.4], [-0.9, 1.9, -0.2], [-0.4, -0.7, -0.1], [0.7, 1.0, 1.5], [0.8, 0.4, 0.8], [0.2, 1.5, 1.6]], "homo_lumo_gap_ev": 8.079, "lumo_energy_ev": -0.7, "mol_weight_g_mol": 88.13, "multiplicity": 1, "relative_energy_kcal_mol": 42.5, "homo_energy_ev": -8.81}